[1]
# C31H82AsF6N8O10

A structure of composition C31H82AsF6N8O10 (wB97M-V/def2-TZVPD, OMol25).

HOMO energy, hartree: -0.231
Kohn-Sham gap, eV: 8.45
Charge: -1

```
138
Properties=species:S:1:pos:R:3:lowdin_charge:R:1
As 5.859 -26.123 5.855 0.710
F 7.297 -25.500 6.612 -0.257
F 4.891 -25.018 6.779 -0.252
F 4.399 -26.699 5.119 -0.249
F 6.765 -27.319 5.002 -0.240
F 5.669 -27.257 7.157 -0.250
F 6.042 -25.007 4.543 -0.251
C 1.153 -26.326 13.369 -0.069
C 2.178 -26.747 12.298 -0.434
C 3.061 -25.579 11.922 -0.222
O 3.872 -25.999 10.838 -0.202
C 4.647 -24.954 10.298 -0.113
N 2.968 -27.880 12.822 0.044
H 0.492 -25.580 12.925 0.072
H 1.683 -25.880 14.210 0.074
H 0.588 -27.211 13.645 0.071
H 1.604 -27.045 11.420 0.141
H 3.721 -25.309 12.761 0.132
H 2.464 -24.718 11.593 0.127
H 4.053 -24.063 10.044 0.090
H 5.101 -25.282 9.365 0.072
H 5.407 -24.632 11.024 0.088
H 3.629 -28.125 12.080 0.052
H 3.635 -27.476 13.485 0.070
C 9.320 -19.351 5.563 -0.068
C 8.094 -20.031 6.123 -0.444
C 8.398 -20.603 7.494 -0.232
O 7.258 -21.146 8.110 -0.180
C 7.042 -22.496 7.706 -0.095
N 7.038 -19.023 6.344 0.056
H 9.643 -18.519 6.189 0.079
H 9.184 -19.019 4.532 0.074
H 10.127 -20.094 5.537 0.069
H 7.746 -20.822 5.453 0.114
H 8.827 -19.839 8.146 0.128
H 9.199 -21.358 7.374 0.119
H 6.891 -22.563 6.625 0.077
H 6.114 -22.815 8.177 0.078
H 7.889 -23.102 8.033 0.075
H 6.960 -18.362 5.583 0.046
H 6.135 -19.451 6.496 0.066
C 6.512 -23.045 1.915 -0.078
C 6.268 -22.431 0.549 -0.437
C 4.985 -21.658 0.497 -0.239
O 4.716 -21.271 -0.838 -0.182
C 3.819 -20.180 -0.899 -0.112
N 7.424 -21.604 0.110 0.056
H 7.464 -23.576 1.905 0.077
H 5.718 -23.734 2.202 0.067
H 6.564 -22.249 2.669 0.082
H 6.155 -23.249 -0.174 0.119
H 5.060 -20.767 1.140 0.121
H 4.151 -22.272 0.867 0.132
H 2.951 -20.287 -0.242 0.084
H 3.431 -20.137 -1.917 0.084
H 4.372 -19.261 -0.679 0.088
H 7.102 -20.649 -0.025 0.062
H 8.049 -21.522 0.908 0.053
C 5.946 -26.302 -0.499 -0.115
O 5.821 -27.465 0.288 -0.175
C 4.994 -27.239 1.400 -0.245
C 4.733 -28.516 2.155 -0.204
N 5.964 -29.061 2.733 -0.036
C 5.811 -30.441 3.170 -0.216
C 5.876 -31.457 2.056 -0.251
O 7.202 -31.585 1.595 -0.176
C 7.268 -32.373 0.437 -0.133
H 4.966 -25.926 -0.811 0.086
H 6.587 -26.558 -1.341 0.088
H 6.461 -25.505 0.058 0.071
H 4.015 -26.841 1.080 0.122
H 5.440 -26.479 2.057 0.116
H 4.299 -29.252 1.478 0.111
H 4.035 -28.256 2.965 0.113
H 6.185 -28.505 3.550 0.067
H 4.859 -30.611 3.708 0.118
H 6.615 -30.664 3.874 0.125
H 5.191 -31.233 1.228 0.112
H 5.555 -32.419 2.492 0.121
H 8.304 -32.522 0.140 0.082
H 6.769 -31.856 -0.396 0.087
H 6.796 -33.354 0.583 0.083
C 4.769 -31.036 14.249 -0.108
O 6.085 -30.624 14.584 -0.190
C 6.898 -30.297 13.485 -0.230
C 6.273 -29.407 12.402 -0.245
N 7.314 -29.050 11.454 -0.057
C 6.786 -28.171 10.391 -0.180
C 7.943 -27.297 9.925 -0.210
O 8.673 -26.783 11.031 -0.209
C 9.083 -25.444 10.852 -0.102
H 4.282 -31.265 15.193 0.085
H 4.768 -31.890 13.564 0.092
H 4.218 -30.214 13.783 0.060
H 7.212 -31.208 12.951 0.123
H 7.790 -29.797 13.861 0.121
H 5.852 -28.497 12.870 0.115
H 5.454 -29.947 11.924 0.114
H 7.990 -28.481 11.951 0.091
H 6.036 -27.487 10.828 0.098
H 6.291 -28.728 9.600 0.120
H 7.689 -26.479 9.248 0.101
H 8.608 -27.941 9.329 0.127
H 9.880 -25.371 10.103 0.087
H 9.490 -25.113 11.808 0.086
H 8.239 -24.804 10.583 0.080
C 3.546 -22.656 5.236 -0.091
O 3.375 -21.247 5.135 -0.191
C 2.997 -20.898 3.821 -0.247
C 2.623 -19.444 3.771 -0.224
N 3.791 -18.571 3.785 -0.041
C 3.405 -17.173 3.771 -0.240
C 4.591 -16.262 3.985 -0.258
O 5.003 -16.351 5.318 -0.187
C 6.038 -15.453 5.624 -0.121
H 2.584 -23.154 5.078 0.094
H 3.979 -22.887 6.201 0.069
H 4.251 -22.994 4.466 0.074
H 2.125 -21.514 3.553 0.124
H 3.825 -21.097 3.135 0.102
H 1.939 -19.217 4.605 0.124
H 2.001 -19.278 2.882 0.118
H 4.214 -18.713 4.704 0.105
H 2.583 -16.894 4.452 0.123
H 2.990 -16.944 2.778 0.119
H 4.283 -15.243 3.701 0.120
H 5.379 -16.550 3.274 0.128
H 6.228 -15.439 6.695 0.089
H 5.788 -14.432 5.308 0.084
H 6.980 -15.746 5.139 0.087
C 10.116 -23.264 5.247 -0.683
O 11.166 -22.638 5.193 0.002
N 9.862 -24.254 6.146 0.170
N 9.086 -23.058 4.357 0.162
H 10.545 -24.533 6.822 0.103
H 8.958 -24.697 6.100 0.053
H 9.267 -22.417 3.607 0.092
H 8.393 -23.769 4.181 0.076
```

***

[2]
# C5H7N2S3

A structure of composition C5H7N2S3 (wB97M-V/def2-TZVPD, OMol25).

HOMO energy (alpha / beta), hartree: -0.108 / -0.108
Kohn-Sham gap (alpha / beta), eV: 5.94 / 5.94
ΔE to the lowest compared entry with this formula, charge and spin, eV: 0.000
Charge: -1

```
17
Properties=species:S:1:pos:R:3:lowdin_charge:R:1
C -0.856 -0.980 -0.325 -0.239
C -0.651 1.457 -0.314 -0.326
C -2.217 -1.038 -0.025 -0.334
C -0.201 0.195 -0.583 -0.611
C 2.246 -0.602 0.275 -0.465
N -1.788 1.781 0.222 -0.087
N -4.588 -0.428 -0.667 -1.031
S -6.212 -0.226 -0.518 0.179
S -3.488 0.219 0.287 0.826
S 1.487 -0.073 -1.218 0.791
H -0.309 -1.923 -0.535 0.102
H -0.060 2.141 -0.819 0.067
H -2.785 -1.990 -0.019 0.042
H 2.843 0.114 0.770 0.000
H 2.934 -1.476 0.106 0.044
H 1.354 -0.756 0.876 0.023
H -2.023 2.715 0.023 0.018
```

***

[3]
# C7H10

The molecule C7H10 (wB97M-V/def2-TZVPD, OMol25).

SMILES: C#CC1(CC)CC1
HOMO energy, hartree: -0.332
Kohn-Sham gap, eV: 10.16
ΔE to the lowest compared entry with this formula, charge and spin, eV: 3.193

```
17
Properties=species:S:1:pos:R:3:lowdin_charge:R:1
C -0.608 1.585 -1.183 -0.106
C 0.002 1.263 0.181 -0.198
C -0.039 -0.214 0.540 -0.465
C 1.191 -1.078 0.303 -0.088
C 0.776 -0.717 1.694 -0.080
C -1.169 -0.967 0.030 -0.081
C -1.589 -1.728 -0.804 0.107
H -0.164 0.975 -1.975 0.079
H -0.456 2.638 -1.439 0.070
H -1.684 1.389 -1.191 0.071
H 1.056 1.568 0.197 0.114
H -0.509 1.849 0.955 0.116
H 0.995 -2.100 -0.010 0.104
H 2.043 -0.615 -0.181 0.107
H 1.377 0.022 2.212 0.105
H 0.363 -1.499 2.321 0.108
H -1.585 -2.371 -1.649 0.036
```

***

[4]
# C6H8N4

A cluster of 2 separate species, C6H8N4 in total (wB97M-V/def2-TZVPD, OMol25).

SMILES: c1c[nH]cn1.c1c[nH]cn1
HOMO energy, hartree: -0.330
Kohn-Sham gap, eV: 9.69
ΔE to the lowest compared entry with this formula, charge and spin, eV: 1.012

```
18
Properties=species:S:1:pos:R:3:lowdin_charge:R:1
N -2.804 1.471 -3.113 0.036
C -2.632 0.654 -2.125 -0.284
C -2.750 2.744 -2.572 -0.178
C -2.700 2.648 -1.246 -0.109
N -2.631 1.257 -0.976 0.045
H -2.652 -0.412 -2.351 0.125
H -2.857 3.673 -3.133 0.100
H -2.686 3.417 -0.473 0.105
H -2.570 0.773 -0.076 0.159
N 1.941 -0.585 1.798 0.033
C 3.012 -0.890 1.075 -0.251
C 1.654 -1.805 2.475 -0.144
C 2.683 -2.700 2.244 -0.130
N 3.526 -2.080 1.369 0.018
H 3.321 -0.028 0.484 0.118
H 0.815 -1.869 3.168 0.087
H 2.979 -3.724 2.472 0.108
H 4.350 -2.545 0.980 0.161
```